Molecular formula: C12H39NO8
Method: DFT, wB97M-V/def2-TZVPD

Computed properties:
DFT total energy = -30942.527 eV
HOMO level = -9.9 eV
SMILES string = CCCC#N.CO.CO.CO.CO.CO.CO.CO.CO
relative energy (zero: lowest compared OMol25 entry of this formula, charge and spin) = 3.8713 eV
LUMO level = 0.43 eV

Geometry as ORCA input:
```
! RIJCOSX wB97M-V def2-TZVPD def2/J DEFGRID3
* xyz 0 1
O 2.43 1.39 -2.86
C -2.79 -0.02 -0.84
H -0.66 4.60 -2.64
H -1.70 2.68 -0.98
H 1.64 0.94 2.26
C -3.53 -3.59 1.09
C 4.00 -1.24 -1.13
H -3.86 -2.68 1.57
H -2.90 -0.57 0.13
H -3.20 -3.41 0.05
H 3.80 -0.74 -2.12
H -5.32 -4.54 1.96
H 1.27 -1.51 -0.02
H 3.33 0.01 0.12
H 1.14 3.84 2.57
C -4.81 -4.40 1.03
H 0.63 1.34 3.65
C 0.68 0.68 2.78
H -0.86 2.96 -3.10
H -0.18 0.95 2.16
H -1.59 -3.64 1.92
H -3.42 0.89 -0.93
C -1.37 3.79 -2.53
H 4.34 4.19 0.24
H -0.03 5.07 2.08
H -0.04 3.59 -0.04
O 0.32 -1.51 -0.30
N -1.74 -6.64 0.94
H 5.01 -1.20 -0.97
H -0.09 -1.08 2.65
H -0.48 -2.04 -2.06
O 0.71 3.72 0.58
H -2.27 4.03 -3.09
C -2.46 -4.31 1.88
H -4.47 -5.42 0.75
H -0.62 -3.42 -0.91
H -5.53 -4.04 0.26
H -2.96 -0.66 -1.72
H 2.41 2.80 0.13
H 3.02 1.92 -2.33
O -1.48 0.46 -0.87
H 0.70 0.40 -2.55
H 5.29 2.96 -0.53
H 0.93 -3.07 -1.60
H -2.81 -4.41 2.93
H 4.92 2.86 1.16
H -0.52 3.42 2.15
C 1.36 1.05 -1.98
C -2.04 -5.58 1.34
O -1.71 3.62 -1.18
O 0.67 -0.69 3.11
O 3.28 2.51 -0.24
H -0.74 -0.14 -0.63
C 0.01 -2.54 -1.21
C 4.49 3.11 0.17
H 3.79 -2.31 -1.37
C 0.29 4.02 1.87
H 1.67 0.59 -1.07
O 3.22 -0.93 -0.02
H 0.80 1.97 -1.71
*
```

***

Molecular formula: C12H40BF4O11
Method: DFT, wB97M-V/def2-TZVPD

Computed properties:
DFT total energy = -47169.171 eV
HOMO level = -7.3 eV
LUMO level = 2.54 eV

Geometry as ORCA input:
```
! RIJCOSX wB97M-V def2-TZVPD def2/J DEFGRID3
* xyz -1 1
H 0.92 0.31 2.57
H -0.57 -1.88 2.80
O -3.50 3.48 1.65
C 1.21 2.85 1.60
H 2.26 3.06 4.01
O -3.82 -1.39 3.17
H 2.70 2.49 -3.02
B -1.47 0.79 -0.70
H 3.02 -4.96 -0.50
H 1.55 3.84 1.32
H -2.50 -1.10 -5.51
H -4.99 -0.12 0.69
H -2.21 -0.08 2.65
H -1.15 -2.63 -4.29
H 0.96 -3.78 -1.46
H 2.43 -1.57 1.52
H 0.31 2.81 2.21
H -2.34 3.69 -2.71
H -3.43 4.41 1.42
H -4.19 -0.56 -0.53
O -2.61 0.38 -4.12
F -0.59 0.20 0.24
O 3.66 0.06 -1.90
H 0.26 -3.79 0.12
C 2.27 2.06 2.35
C 1.65 0.89 3.13
H 1.87 2.88 -1.50
H 3.23 -2.86 -0.36
H -2.38 -2.21 -3.12
C 2.37 -2.66 1.59
H -1.52 3.09 -1.57
O -1.53 3.81 -2.22
H 4.62 2.51 -2.00
C 2.58 0.89 -1.46
H -2.90 3.02 1.04
H 0.91 2.35 0.67
O 3.92 2.92 -1.47
H 2.75 0.94 -0.38
O 2.68 -4.72 0.37
H -0.69 -0.76 -2.28
C 1.03 -3.30 -0.49
H 3.16 -3.02 2.24
O -1.65 -2.07 1.02
H 1.40 -2.85 2.06
H 2.48 0.23 3.42
H -0.95 -0.34 -5.08
C -1.57 -2.13 2.44
H -1.88 -3.10 2.83
C -1.52 -1.81 -3.67
F -2.53 -0.07 -1.02
H 3.02 1.73 1.64
H 4.09 -0.32 -1.13
H 1.61 0.45 -1.68
H 1.23 1.18 4.09
H -2.00 -0.91 4.08
C 2.39 -3.29 0.20
H -2.17 0.57 -3.30
F -1.95 2.00 -0.14
O -5.09 -0.56 -0.15
C -2.46 -1.06 3.09
H -1.19 -1.24 0.79
H 0.60 -2.30 -0.47
F -0.76 1.11 -1.84
O 2.91 2.92 3.31
C 2.70 2.32 -1.94
C -1.89 -0.73 -4.68
O -0.41 -1.52 -2.81
H -4.31 -0.56 3.20
*
```